Molecular formula: C24H2Cl3F15GeIrO2S
Method: DFT, ωB97M-V/def2-TZVPD

```
49
C24H2Cl3F15GeIrO2S ωB97M-V/def2-TZVPD
Ir 0.000 0.000 0.000
Cl 6.118 -1.241 2.396
C 4.782 -0.890 1.366
C 3.508 -0.794 1.894
C 2.393 -0.507 1.071
Cl 0.903 -0.463 2.116
C 2.527 -0.296 -0.376
O 1.606 -0.028 -1.250
C 3.890 -0.418 -0.819
Cl 4.331 -0.211 -2.509
C 4.982 -0.704 0.016
H 3.365 -0.944 2.961
H 5.980 -0.777 -0.405
F -5.519 -4.944 -1.916
C -4.862 -5.185 -0.753
C -3.778 -4.378 -0.366
C -3.120 -4.644 0.848
F -2.074 -3.887 1.258
C -3.540 -5.708 1.656
F -2.901 -5.963 2.825
C -4.615 -6.508 1.262
F -5.019 -7.537 2.048
C -5.276 -6.246 0.059
F -6.322 -7.022 -0.321
Ge -3.240 -2.909 -1.515
S -1.605 -1.688 -0.628
C -4.816 -1.788 -1.644
C -5.461 -1.549 -2.871
F -5.008 -2.105 -4.020
C -6.598 -0.735 -2.919
F -7.218 -0.508 -4.105
C -7.100 -0.158 -1.750
F -8.204 0.630 -1.801
C -6.468 -0.395 -0.527
F -6.958 0.163 0.608
C -5.331 -1.208 -0.471
F -4.732 -1.428 0.726
C -2.576 -3.509 -3.239
C -2.171 -2.550 -4.186
F -2.252 -1.225 -3.900
C -1.683 -2.950 -5.433
F -1.298 -2.018 -6.341
C -1.587 -4.308 -5.746
F -1.112 -4.694 -6.956
C -1.978 -5.269 -4.809
F -1.877 -6.587 -5.112
C -2.469 -4.876 -3.559
F -2.825 -5.833 -2.671
O -0.792 1.615 -0.013
```

HOMO-LUMO gap (spin up / spin down) (Eh): 0.229 / 0.264
Spin multiplicity: 5
Charge: -1

Quick look at the Mulliken charges, all values in e: atom 1 (Ir): 0.99, atom 2 (Cl): -0.25, atom 3 (C): 0.39, atom 4 (C): -1.07, atom 5 (C): 0.61, atom 6 (Cl): -0.29, atom 7 (C): 0.49, atom 8 (O): -0.82, atom 9 (C): 0.49, atom 10 (Cl): -0.23, atom 11 (C): -0.69, atom 12 (H): 0.35, atom 13 (H): 0.38, atom 14 (F): -0.38, atom 15 (C): 0.41, atom 16 (C): 0.36, atom 17 (C): -0.17, atom 18 (F): -0.19, atom 19 (C): 0.12, atom 20 (F): -0.31, atom 21 (C): 0.43, atom 22 (F): -0.30, atom 23 (C): 0.26, atom 24 (F): -0.31, atom 25 (Ge): -0.03, atom 26 (S): -0.62, atom 27 (C): 0.28, atom 28 (C): 0.14, atom 29 (F): -0.27, atom 30 (C): 0.29, atom 31 (F): -0.31, atom 32 (C): 0.41, atom 33 (F): -0.30, atom 34 (C): 0.15, atom 35 (F): -0.30, atom 36 (C): 0.19, atom 37 (F): -0.29, atom 38 (C): 0.34, atom 39 (C): 0.01, atom 40 (F): -0.37, atom 41 (C): 0.26, atom 42 (F): -0.30, atom 43 (C): 0.38, atom 44 (F): -0.30, atom 45 (C): 0.27, atom 46 (F): -0.31, atom 47 (C): 0.22, atom 48 (F): -0.26, atom 49 (O): -0.57

***

Molecular formula: C24H30AsBr2KN8O7S2
Method: DFT, ωB97M-V/def2-TZVPD

```
75
C24H30AsBr2KN8O7S2 ωB97M-V/def2-TZVPD
K 0.194 -0.038 -0.973
C 1.065 -3.876 -0.279
C 0.849 -3.419 1.172
N -0.285 -2.559 1.344
C -1.588 -3.111 1.084
C -2.442 -2.289 0.113
N -1.762 -1.944 -1.107
C -1.374 -2.988 -2.031
C 0.125 -2.955 -2.398
N 0.983 -2.819 -1.247
H 0.307 -4.624 -0.530
H 2.031 -4.405 -0.308
H 1.740 -2.878 1.498
H 0.803 -4.347 1.783
H -0.234 -1.928 2.133
H -2.178 -3.239 2.006
H -1.462 -4.118 0.673
H -2.719 -1.349 0.600
H -3.384 -2.854 -0.045
H -2.166 -1.132 -1.559
H -1.948 -2.918 -2.963
H -1.609 -3.960 -1.581
H 0.288 -2.097 -3.054
H 0.354 -3.862 -2.990
H 1.827 -2.280 -1.372
Br -2.364 -1.223 4.663
C -2.361 0.238 3.444
C -3.545 0.964 3.289
C -3.604 2.036 2.448
Br -5.242 2.998 2.298
C -2.464 2.425 1.693
C -2.434 3.506 0.785
C -1.289 3.779 0.095
C -0.166 2.957 0.298
N -0.164 1.950 1.135
C -1.278 1.676 1.846
C -1.166 0.536 2.774
O -0.077 -0.080 2.941
H -4.418 0.664 3.854
H -3.333 4.089 0.634
H -1.241 4.575 -0.636
H 0.744 3.101 -0.278
C 1.877 0.734 5.037
C 2.678 -0.387 4.502
N 3.211 -1.338 5.215
N 3.868 -2.102 4.296
C 3.762 -1.642 3.035
S 4.487 -2.238 1.643
N 2.967 -0.548 3.177
N 2.627 0.381 2.184
H 2.014 0.776 6.115
H 0.828 0.589 4.779
H 2.201 1.668 4.575
H 4.394 -2.912 4.560
H 3.004 0.005 1.310
H 1.595 0.377 2.126
O -3.024 2.107 -4.190
As -1.654 1.145 -3.553
O -1.723 1.099 -1.901
O -1.678 -0.308 -4.327
C -0.213 2.310 -4.133
C -0.496 3.380 -4.972
C 0.504 4.228 -5.428
C 1.811 3.990 -5.038
C 2.123 2.926 -4.208
C 1.119 2.068 -3.738
S 3.010 0.956 -1.949
O 2.902 2.221 -1.235
O 1.385 1.019 -2.961
O 2.631 -0.195 -1.126
H -3.721 1.483 -4.414
H -1.525 3.543 -5.263
H 0.262 5.062 -6.076
H 2.612 4.636 -5.383
H 3.150 2.764 -3.914
```

HOMO-LUMO gap (Eh): 0.235
Charge: -2

Quick look at the Mulliken charges, all values in e: atom 1 (K): 1.20, atom 2 (C): -1.20, atom 3 (C): 0.31, atom 4 (N): 0.76, atom 5 (C): -0.89, atom 6 (C): -1.00, atom 7 (N): 0.22, atom 8 (C): -0.79, atom 9 (C): -0.96, atom 10 (N): 0.21, atom 11 (H): 0.36, atom 12 (H): 0.48, atom 13 (H): -0.72, atom 14 (H): 0.30, atom 15 (H): -0.15, atom 16 (H): 0.42, atom 17 (H): 0.34, atom 18 (H): 0.30, atom 19 (H): 0.32, atom 20 (H): 0.21, atom 21 (H): 0.47, atom 22 (H): 0.37, atom 23 (H): 0.32, atom 24 (H): 0.30, atom 25 (H): 0.24, atom 26 (Br): -0.29, atom 27 (C): 0.03, atom 28 (C): -0.42, atom 29 (C): 0.01, atom 30 (Br): -0.31, atom 31 (C): 1.08, atom 32 (C): -0.89, atom 33 (C): -0.77, atom 34 (C): -0.44, atom 35 (N): -0.07, atom 36 (C): -0.34, atom 37 (C): 0.19, atom 38 (O): -0.62, atom 39 (H): 0.40, atom 40 (H): 0.27, atom 41 (H): 0.40, atom 42 (H): 0.52, atom 43 (C): -0.91, atom 44 (C): 1.11, atom 45 (N): -0.98, atom 46 (N): 0.19, atom 47 (C): 0.11, atom 48 (S): -0.51, atom 49 (N): 0.54, atom 50 (N): -0.95, atom 51 (H): 0.43, atom 52 (H): -0.04, atom 53 (H): 0.30, atom 54 (H): 0.17, atom 55 (H): 0.22, atom 56 (H): 0.38, atom 57 (O): -0.68, atom 58 (As): 0.89, atom 59 (O): -0.53, atom 60 (O): -0.83, atom 61 (C): -0.03, atom 62 (C): -0.29, atom 63 (C): -0.68, atom 64 (C): -0.55, atom 65 (C): -0.76, atom 66 (C): 0.72, atom 67 (S): 0.11, atom 68 (O): -0.48, atom 69 (O): -0.66, atom 70 (O): -0.25, atom 71 (H): 0.28, atom 72 (H): 0.44, atom 73 (H): 0.36, atom 74 (H): 0.35, atom 75 (H): 0.34

***

Molecular formula: C24H30BClN2NbO13S
Method: DFT, ωB97M-V/def2-TZVPD

```
73
C24H30BClN2NbO13S ωB97M-V/def2-TZVPD
C 1.554 -1.740 0.156
C 1.345 -0.138 0.035
C 2.627 0.646 -0.557
N 0.246 0.503 0.420
Nb -1.398 0.245 -0.928
Cl 0.223 -0.443 -2.716
C -1.798 -1.909 -0.287
C -3.335 -2.259 0.034
C -3.947 -3.410 -0.931
O -5.057 -4.072 -0.231
B -1.034 2.449 -1.622
O -2.080 3.443 -1.702
O 0.322 2.866 -2.001
C -2.818 1.076 0.698
C -2.424 0.758 2.119
C -3.293 1.260 3.276
C -4.523 2.009 2.756
C -4.706 2.198 1.271
N -3.914 1.800 0.169
S -3.221 0.143 -2.666
C -2.803 -1.310 -3.791
O -3.253 1.359 -3.596
O -4.611 -0.138 -2.135
H 2.655 -2.030 0.193
H 1.046 -2.248 -0.730
H 1.016 -2.032 1.125
H 2.833 0.259 -1.613
H 3.562 0.366 0.055
H 2.409 1.758 -0.548
H -1.198 -2.081 0.680
H -1.427 -2.617 -1.100
H -4.032 -1.365 0.093
H -3.347 -2.738 1.085
H -3.142 -4.180 -1.217
H -4.343 -2.903 -1.869
H -5.736 -3.360 -0.189
H -2.023 3.784 -2.624
H 0.607 3.515 -1.316
H -1.491 0.153 2.335
H -3.021 1.066 4.357
H -5.280 2.437 3.487
H -5.658 2.768 0.968
H -2.210 -0.927 -4.698
H -2.113 -2.011 -3.211
H -3.739 -1.878 -4.117
C 0.051 4.189 5.281
C -0.065 5.518 5.268
C 0.146 6.305 4.019
O 0.012 7.517 4.043
C 0.515 5.578 2.802
C 0.635 4.248 2.815
C 0.397 3.458 4.057
O 0.498 2.245 4.029
O 0.978 3.561 1.697
O -0.383 6.212 6.394
H -0.101 3.607 6.180
H 0.682 6.163 1.908
H 0.995 2.619 1.964
H -0.407 7.149 6.122
C 4.668 -5.118 -3.183
C 4.219 -3.973 -2.663
C 5.140 -3.012 -1.988
O 4.698 -1.969 -1.542
C 6.557 -3.374 -1.887
C 7.004 -4.520 -2.404
C 6.089 -5.467 -3.102
O 6.538 -6.497 -3.578
O 8.315 -4.871 -2.316
O 2.906 -3.637 -2.728
H 4.012 -5.823 -3.676
H 7.211 -2.677 -1.380
H 8.381 -5.736 -2.765
H 2.834 -2.767 -2.286
```

HOMO-LUMO gap (Eh): 0.162
Charge: -1

Quick look at the Mulliken charges, all values in e: atom 1 (C): -0.69, atom 2 (C): 0.71, atom 3 (C): -0.87, atom 4 (N): -0.19, atom 5 (Nb): -1.43, atom 6 (Cl): -0.40, atom 7 (C): -0.41, atom 8 (C): -0.11, atom 9 (C): -0.52, atom 10 (O): -0.59, atom 11 (B): 0.97, atom 12 (O): -0.66, atom 13 (O): -0.46, atom 14 (C): 0.89, atom 15 (C): -0.36, atom 16 (C): -0.48, atom 17 (C): -0.35, atom 18 (C): -0.34, atom 19 (N): -0.06, atom 20 (S): 1.15, atom 21 (C): -0.82, atom 22 (O): -0.70, atom 23 (O): -0.66, atom 24 (H): 0.34, atom 25 (H): -0.04, atom 26 (H): 0.27, atom 27 (H): 0.16, atom 28 (H): 0.39, atom 29 (H): 0.14, atom 30 (H): 0.12, atom 31 (H): 0.26, atom 32 (H): 0.20, atom 33 (H): 0.29, atom 34 (H): 0.29, atom 35 (H): 0.21, atom 36 (H): 0.34, atom 37 (H): 0.28, atom 38 (H): 0.30, atom 39 (H): 0.23, atom 40 (H): 0.37, atom 41 (H): 0.29, atom 42 (H): 0.29, atom 43 (H): 0.29, atom 44 (H): 0.15, atom 45 (H): 0.30, atom 46 (C): -1.03, atom 47 (C): 0.37, atom 48 (C): 0.98, atom 49 (O): -0.63, atom 50 (C): -0.77, atom 51 (C): 0.16, atom 52 (C): 1.08, atom 53 (O): -0.59, atom 54 (O): -0.39, atom 55 (O): -0.58, atom 56 (H): 0.42, atom 57 (H): 0.44, atom 58 (H): 0.13, atom 59 (H): 0.34, atom 60 (C): -0.80, atom 61 (C): 0.25, atom 62 (C): 0.93, atom 63 (O): -0.48, atom 64 (C): -1.01, atom 65 (C): 0.37, atom 66 (C): 0.99, atom 67 (O): -0.62, atom 68 (O): -0.57, atom 69 (O): -0.49, atom 70 (H): 0.44, atom 71 (H): 0.43, atom 72 (H): 0.34, atom 73 (H): 0.19